Formula: C35H56N5O7S3
Source: the Open Molecules 2025 dataset
Level of theory: ωB97M-V/def2-TZVPD

Values from the calculation:
maximum force = 7.71 eV Å⁻¹
E = -3361.52675 Ha
Kohn-Sham gap = 0.23182 Eh

```
! wB97M-V def2-TZVPD RIJCOSX def2/J DEFGRID3
* xyz -1 1
C -0.146 0.816 -1.816
C -0.959 0.823 -0.518
C 0.027 0.719 0.695
O -1.960 1.832 -0.390
H 0.185 -0.202 -2.020
H 0.796 1.363 -1.812
H -0.773 1.170 -2.634
H -1.552 -0.091 -0.483
H -0.494 0.707 1.652
H 0.748 1.526 0.564
H 0.639 -0.181 0.627
C 2.792 -0.676 1.491
C 3.279 -0.875 2.912
C 3.367 -2.368 3.056
S 2.049 -3.177 2.100
O 1.018 -3.771 2.930
O 2.714 -3.975 1.101
C 1.554 -1.632 1.241
H 3.547 -1.093 0.825
H 2.555 0.344 1.191
H 2.545 -0.492 3.620
H 4.235 -0.361 3.012
H 3.060 -2.767 4.023
H 4.263 -2.960 2.869
H 0.736 -1.320 1.890
H 1.146 -1.923 0.274
C 2.817 3.718 -2.279
C 3.527 2.730 -1.337
C 2.535 2.252 -0.266
S 1.719 3.803 0.252
O 2.605 4.397 1.180
O 0.328 3.552 0.633
C 1.887 4.652 -1.400
H 2.191 3.214 -3.015
H 3.510 4.396 -2.777
H 4.472 3.078 -0.921
H 3.801 1.808 -1.850
H 2.951 1.824 0.646
H 1.803 1.513 -0.592
H 2.207 5.679 -1.226
H 0.895 4.647 -1.852
C -2.114 -1.756 0.488
C -2.281 -2.646 1.674
C -1.024 -3.384 1.842
S -0.581 -3.986 0.103
O -1.328 -5.175 -0.282
O 0.852 -3.775 -0.096
C -1.430 -2.495 -0.665
H -1.462 -0.934 0.784
H -3.085 -1.327 0.243
H -3.138 -3.264 1.408
H -2.588 -2.073 2.549
H -1.070 -4.275 2.469
H -0.212 -2.724 2.148
H -2.030 -2.693 -1.553
H -0.641 -1.853 -1.058
N -3.441 -0.528 -3.398
C -4.766 -0.828 -3.320
C -5.045 -1.563 -2.202
C -3.832 -1.584 -1.533
C -2.855 -1.144 -2.327
H -3.045 -0.039 -4.188
H -5.465 -0.429 -4.040
H -5.994 -1.971 -1.884
H -3.595 -2.010 -0.570
H -1.790 -1.020 -2.200
N -1.330 4.123 -2.823
C -0.365 3.245 -2.401
C 0.217 2.639 -3.489
C -0.477 3.185 -4.592
C -1.372 4.148 -4.149
H -1.999 4.566 -2.210
H -0.103 3.290 -1.354
H 1.028 1.927 -3.534
H -0.260 2.743 -5.553
H -2.151 4.733 -4.615
N -2.771 0.428 0.937
C -2.756 0.215 2.288
C -4.161 -0.008 2.579
C -4.883 -0.346 1.385
C -3.976 0.058 0.397
H -2.002 0.849 0.435
H -1.871 0.357 2.890
H -4.639 -0.244 3.518
H -5.869 -0.787 1.401
H -4.114 0.147 -0.671
N 1.958 -1.232 -1.445
C 2.579 -0.438 -2.397
C 3.913 -0.700 -2.310
C 4.119 -1.643 -1.260
C 2.887 -2.006 -0.794
H 0.955 -1.340 -1.392
H 2.139 0.296 -3.056
H 4.745 -0.166 -2.745
H 5.065 -1.916 -0.817
H 2.588 -2.687 -0.011
N 0.346 0.526 3.178
C -0.315 -0.634 3.017
C -0.224 -1.360 4.166
C 0.408 -0.517 5.093
C 0.777 0.653 4.476
H 0.453 1.294 2.531
H -0.734 -0.915 2.062
H -0.585 -2.354 4.384
H 0.767 -0.843 6.058
H 1.352 1.493 4.837
*
```